Record 1
{
  "formula": "C34H50O22S5",
  "method": "ωB97M-V/def2-TZVPD",
  "lumo_ev": -1.055,
  "e_homo_ev": -9.13,
  "gap_ev": 8.079,
  "fmax_ha_per_bohr": 0.071,
  "total_charge": 0,
  "species": ["S", "S", "S", "S", "S", "O", "O", "O", "O", "O", "O", "O", "O", "O", "O", "O", "O", "O", "O", "O", "O", "O", "O", "O", "O", "O", "O", "C", "C", "C", "C", "C", "C", "C", "C", "C", "C", "C", "C", "C", "C", "C", "C", "C", "C", "C", "C", "C", "C", "C", "C", "C", "C", "C", "C", "C", "C", "C", "C", "C", "C", "H", "H", "H", "H", "H", "H", "H", "H", "H", "H", "H", "H", "H", "H", "H", "H", "H", "H", "H", "H", "H", "H", "H", "H", "H", "H", "H", "H", "H", "H", "H", "H", "H", "H", "H", "H", "H", "H", "H", "H", "H", "H", "H", "H", "H", "H", "H", "H", "H", "H"],
  "positions_angstrom": [[1.58326, -7.42076, -4.36025], [1.85480, 5.86769, -2.86492], [0.97810, -5.35230, 4.60625], [-2.68021, -3.13235, 9.74939], [0.26316, 5.58057, 1.38164], [-2.19365, -3.62525, 10.99391], [2.68937, -6.65887, -5.25892], [2.93080, 6.09612, -1.95867], [0.76130, 5.00023, -2.56552], [-3.30309, -4.37314, 8.91711], [1.18902, -5.12326, 3.01937], [2.51282, -5.12147, 5.06120], [0.88817, -8.35195, -5.18302], [1.50207, 6.10671, 2.28054], [1.25886, 7.29965, -3.31932], [-0.88493, 5.69261, 2.51784], [0.64659, -6.72076, 4.81901], [2.48047, 5.43497, -4.29211], [-3.58108, -2.03135, 9.65553], [4.42442, -2.48454, -0.83540], [-0.00854, 6.55630, 0.37804], [0.61493, -6.15227, -4.09226], [0.38062, -1.83041, -3.83991], [2.19198, -7.78810, -3.12421], [0.47583, 4.20512, 1.08393], [0.19110, -4.27998, 5.12139], [-1.41988, -2.83678, 8.77968], [-4.22775, -0.36418, -2.11699], [2.05195, 6.35052, -5.30218], [2.02195, -3.09512, -0.79789], [1.13490, 0.94618, -2.61857], [-1.30213, -3.88394, 7.81202], [1.86934, 2.16368, -2.11526], [-1.70643, -3.39484, -1.99352], [-3.25702, 4.00132, -1.62700], [-3.78802, -1.87488, -1.92021], [3.35598, -5.17820, 3.90853], [1.82777, 7.66547, -4.57789], [0.89425, -2.90686, -1.58388], [-0.34678, -3.87761, -1.33260], [-0.28276, 5.96790, 3.78340], [-2.31648, -2.07225, -1.32948], [-2.71334, -4.40592, 7.61543], [-3.79938, 2.59601, 0.46788], [1.30767, -4.94812, -4.43763], [3.59406, 0.57577, -0.84750], [2.86306, -0.62309, -1.34502], [2.50733, -4.62704, 2.77748], [-4.67805, 0.37873, -0.77499], [3.86261, 3.19428, -0.63340], [-2.74809, 3.65201, -0.14839], [0.88226, -1.73257, -2.70038], [-2.20401, 3.53209, -2.75712], [3.93961, 2.93382, 0.92527], [1.62835, -0.40914, -2.22905], [-3.45140, 1.15406, -0.10963], [3.83521, 2.71837, 2.12794], [0.99296, 6.72646, 3.46177], [3.26381, -2.11874, -0.98045], [2.22255, -5.34895, -5.58354], [3.06127, 1.94492, -1.24198], [-4.55524, -2.38672, -1.26522], [1.12098, 5.97207, -5.73242], [-3.66977, 2.63463, 1.60253], [3.34701, 4.16527, -0.88069], [-5.45481, 1.17046, -1.05438], [-1.80999, 2.50372, -2.45616], [-1.73506, 3.12959, -0.21734], [-0.96061, 6.54720, 4.40976], [-3.07795, 0.51904, 0.75101], [1.50328, 3.20570, -2.39559], [1.72269, 6.67431, 4.26865], [4.48332, 0.43558, -0.17016], [-4.18666, 3.36796, -1.82511], [-2.44174, -4.26198, -1.87148], [-1.64505, -3.19489, -3.10346], [-1.35242, 4.27255, -2.83141], [-2.73491, 3.42299, -3.75449], [-3.42850, 0.28876, -2.60487], [1.88593, -4.62400, -3.56764], [2.08540, -3.92322, -0.02659], [0.20882, 1.00724, -3.25915], [-3.29252, -3.74435, 6.96513], [2.80474, 6.43370, -6.08544], [-3.51111, 5.10422, -1.74488], [-4.84623, 2.96025, 0.24794], [-2.59374, 4.55264, 0.51458], [1.16085, 8.33206, -5.12269], [-1.64062, -1.16835, -1.50204], [4.90043, 3.15151, -1.09240], [-0.49311, -3.88619, -0.19780], [0.60229, -4.16489, -4.71179], [3.71212, 2.27130, 3.15218], [-0.06352, 5.01434, 4.27119], [-2.73019, -5.41661, 7.21015], [0.78208, 7.77433, 3.22996], [2.47093, -3.53459, 2.80734], [1.67208, -5.41002, -6.52614], [-5.13759, -0.33110, -2.80988], [-0.87234, -3.50280, 6.88912], [2.86300, -4.95079, 1.79986], [3.61825, -6.22498, 3.73250], [4.26488, -4.59965, 4.06670], [-3.84411, -2.36048, -2.95187], [3.06152, -4.66318, -5.69806], [-5.18646, -0.29649, -0.02280], [-0.64862, -4.65736, 8.22467], [-0.08065, -4.95620, -1.59712], [-2.44409, -2.29141, -0.21487], [2.77461, 8.17738, -4.38486], [-2.64918, 1.26489, -0.90993]],
  "forces_ev_per_angstrom": [[0.0, 0.4, 0.0], [-0.1, 0.7, -0.5], [0.6, -0.1, -0.4], [0.1, -0.2, -0.4], [0.1, 0.1, 0.3], [-0.4, 0.3, -0.3], [-0.3, -0.2, 0.7], [-0.5, -0.4, -0.2], [0.6, 0.7, 0.1], [0.5, 0.3, 0.5], [0.0, -0.4, 0.7], [-0.8, 0.4, -0.2], [0.2, 0.2, 0.5], [-0.5, -0.6, -0.1], [-0.1, -0.9, 0.0], [0.5, 0.3, -0.5], [-0.2, 0.6, 0.0], [0.0, 0.3, 0.7], [0.4, -0.3, 0.3], [-2.0, 0.7, 0.0], [0.0, -0.5, 0.2], [0.2, -0.6, -0.4], [1.2, 0.0, 3.4], [-0.2, -0.1, -0.5], [0.0, 0.6, -0.2], [0.2, -0.6, -0.1], [-0.8, 0.0, 0.3], [-1.0, 0.2, 0.4], [-0.5, 0.1, -0.4], [-0.4, 1.5, -1.4], [2.4, -0.8, 1.7], [0.2, -0.5, -0.2], [0.9, -3.0, 0.7], [-0.2, -0.1, 0.3], [0.5, -0.7, -0.5], [0.3, 0.7, -0.7], [0.3, -0.5, -0.4], [0.6, 0.2, -0.2], [0.7, -0.5, 0.6], [0.1, 0.6, 0.0], [0.3, -0.3, 0.5], [-0.6, -1.2, 0.1], [0.0, 0.3, -0.5], [1.3, 0.8, 0.6], [0.5, 0.3, 0.1], [-2.9, -0.4, -2.1], [-1.1, 2.2, -0.7], [0.4, 0.6, 0.0], [0.2, 0.9, -0.4], [-0.3, -1.6, 1.0], [-0.4, -0.7, -0.4], [0.1, 0.5, -0.7], [-0.5, 0.2, 0.6], [-0.5, 0.5, -0.2], [0.8, 0.8, 0.8], [-0.7, -0.2, 0.2], [0.1, -0.8, -0.9], [-0.3, 0.5, 0.1], [-0.3, 0.2, 0.1], [-0.4, 0.4, -0.4], [-0.5, -1.1, -0.3], [0.9, 0.5, -0.7], [0.0, 0.0, 0.0], [-0.3, -0.3, -1.4], [0.7, -1.1, 0.5], [1.0, -1.1, 0.3], [-0.3, 1.4, -0.5], [-1.3, 0.8, 0.2], [-0.1, 0.0, -0.2], [0.0, 0.7, -1.1], [0.6, -1.9, 0.7], [0.1, -0.2, -0.2], [-1.1, 0.4, -0.9], [1.0, 1.1, 0.3], [0.8, 1.3, -0.1], [0.3, -0.4, 1.2], [-1.0, -1.1, 0.0], [0.7, 0.2, 1.1], [-0.9, -1.1, 0.5], [0.0, 0.0, -0.1], [0.0, 1.1, -1.2], [1.2, 0.0, 0.8], [0.1, 0.0, 0.0], [0.1, -0.2, 0.2], [0.3, -1.4, 0.1], [1.1, -0.6, 0.1], [-0.4, -0.9, -0.8], [-0.1, -0.1, 0.2], [-0.9, -1.1, 0.3], [-1.2, 0.3, 0.7], [0.2, 0.1, -1.5], [-0.1, -0.2, 0.1], [0.3, 1.1, -1.7], [0.0, 0.1, 0.0], [-0.1, 0.0, 0.3], [0.0, 0.0, 0.1], [0.0, 0.0, 0.0], [0.0, 0.1, 0.0], [1.3, -0.2, 0.8], [-0.1, 0.2, 0.2], [-0.2, -0.1, 0.1], [0.0, 0.1, 0.0], [-0.2, 0.0, 0.2], [0.1, 0.5, 1.3], [0.1, -0.2, 0.1], [0.6, 0.5, -0.9], [0.0, 0.0, -0.1], [-0.3, 1.5, 0.0], [0.5, 0.6, -1.3], [0.0, 0.0, -0.1], [-0.9, -0.2, 1.2]],
  "lowdin_charge": [0.629, 0.633, 0.640, 0.631, 0.606, -0.224, -0.188, -0.214, -0.251, -0.192, -0.188, -0.185, -0.220, -0.190, -0.175, -0.197, -0.212, -0.183, -0.227, 0.067, -0.222, -0.200, 0.045, -0.227, -0.223, -0.231, -0.189, -0.214, -0.164, 0.045, 0.017, -0.176, 0.022, -0.215, -0.224, -0.208, -0.163, -0.166, -0.104, -0.137, -0.169, -0.187, -0.167, -0.205, -0.175, 0.046, -0.043, -0.177, -0.201, -0.120, -0.205, -0.236, -0.111, -0.124, -0.058, -0.204, 0.066, -0.171, -0.296, -0.163, -0.146, 0.113, 0.136, 0.104, 0.079, 0.100, 0.049, 0.099, 0.136, 0.111, 0.075, 0.137, 0.123, 0.094, 0.124, 0.103, 0.046, 0.072, 0.104, 0.122, 0.112, 0.108, 0.135, 0.138, 0.107, 0.102, 0.092, 0.138, 0.111, 0.123, 0.123, 0.123, 0.050, 0.134, 0.138, 0.133, 0.137, 0.134, 0.108, 0.101, 0.125, 0.137, 0.140, 0.109, 0.138, 0.109, 0.138, 0.120, 0.118, 0.135, 0.079]
}

=====

Record 2
{
  "formula": "CH2NO2S",
  "method": "ωB97M-V/def2-TZVPD",
  "lumo_ev": 3.709,
  "e_homo_ev": -2.99,
  "gap_ev": 6.702,
  "fmax_ha_per_bohr": 0.089,
  "total_charge": -1,
  "e_above_lowest_kj_mol": 215.6,
  "species": ["S", "O", "O", "N", "C", "H", "H"],
  "positions_angstrom": [[-2.38409, 1.05081, -0.34276], [0.19102, 1.47546, 0.16903], [-0.39354, -0.96147, 0.45945], [0.96202, -1.07540, 0.12112], [-0.86377, 0.93259, 0.11816], [1.46453, -0.23362, 0.28103], [1.02383, -1.18838, -0.80601]],
  "forces_ev_per_angstrom": [[-1.8, 0.1, 0.0], [-0.4, 0.3, 0.3], [-0.3, 1.9, -0.3], [-0.4, -1.0, 4.0], [2.8, -1.9, -0.2], [0.1, 1.2, 0.7], [0.0, -0.7, -4.5]],
  "nbo_charge": [-0.287, -0.618, -0.623, -0.552, 0.480, 0.310, 0.290]
}

=====

Record 3
{
  "formula": "C26H56Br3Cl3LiN2O16P2V",
  "method": "ωB97M-V/def2-TZVPD",
  "lumo_ev": -4.963,
  "e_homo_ev": -6.34,
  "gap_ev": 1.372,
  "fmax_ha_per_bohr": 0.177,
  "total_charge": 0,
  "e_above_lowest_kj_mol": 0.0,
  "species": ["Br", "Br", "Br", "V", "Cl", "Cl", "Cl", "P", "P", "O", "O", "O", "O", "O", "O", "O", "O", "O", "O", "O", "O", "O", "O", "O", "O", "N", "N", "C", "C", "C", "C", "C", "C", "C", "C", "C", "C", "C", "C", "C", "C", "C", "C", "C", "C", "C", "C", "C", "C", "C", "C", "C", "C", "Li", "H", "H", "H", "H", "H", "H", "H", "H", "H", "H", "H", "H", "H", "H", "H", "H", "H", "H", "H", "H", "H", "H", "H", "H", "H", "H", "H", "H", "H", "H", "H", "H", "H", "H", "H", "H", "H", "H", "H", "H", "H", "H", "H", "H", "H", "H", "H", "H", "H", "H", "H", "H", "H", "H", "H", "H"],
  "positions_angstrom": [[-0.64575, -2.90518, 5.34365], [2.41348, -3.59545, 4.65326], [1.72780, -1.52576, 7.00635], [-3.10086, -2.79631, 1.64504], [-7.82633, 2.04168, -4.22803], [6.26415, 3.30297, 4.25495], [-7.65459, 3.31677, -1.60686], [1.29385, -1.95742, -0.97232], [-4.91256, -1.20887, -4.86266], [-0.04811, -2.63256, -1.26369], [1.58630, -4.96704, -1.79663], [-0.09865, 0.59081, 1.04448], [1.93084, -1.50365, -2.28971], [-3.47773, -1.61436, 0.42485], [3.74704, -5.54744, -1.48147], [-3.63564, -0.50428, -5.65566], [2.85024, -5.64724, -3.54160], [-2.73155, -3.96652, 2.87961], [-4.15039, -2.49020, -4.13441], [1.56445, -6.46437, 7.64000], [-5.40381, -2.02336, -6.06390], [2.21556, 1.62021, 3.15305], [1.05703, -0.74388, -0.06303], [-4.50326, -0.25351, -3.50847], [2.23248, -2.93330, -0.25639], [5.88687, 3.45595, -1.16319], [-0.66203, 2.89023, 2.29122], [4.24893, -5.84125, -3.69388], [1.94928, 5.10200, 2.34298], [1.14643, -3.10377, 6.04853], [-0.65225, 1.58208, 0.16263], [4.50245, 2.20560, 2.26415], [-0.92195, 4.20875, 3.01670], [4.69119, -6.21238, -2.30804], [0.16155, 4.23455, 4.17208], [4.16452, 3.22199, -3.11489], [1.60008, 0.79061, 4.14452], [3.50657, 4.70118, 2.20600], [-2.06990, -0.66245, -3.13769], [-1.17205, 2.91344, 0.88691], [-3.92551, 0.59479, -6.50450], [-3.57859, -4.37448, -5.54457], [-1.35054, 1.73696, 2.96693], [-4.34142, 1.81930, -5.71125], [2.62429, -5.34916, -2.22996], [3.57695, 1.11549, 2.94992], [-6.76039, 2.49231, -2.89098], [-0.88932, 0.39147, 2.22675], [-3.47052, -0.58205, -2.56345], [-4.47489, -3.84083, -4.44140], [5.13006, 3.35302, -2.02275], [1.48650, 5.04621, 3.86960], [3.64641, 3.28806, 1.45142], [1.92580, -5.82235, 4.58598], [5.20590, 2.67497, 3.07996], [1.84295, 6.16554, 1.95936], [-1.80302, -0.23533, 1.99647], [-2.31040, 2.82387, 0.96440], [-4.31176, -4.42646, -3.53251], [2.10056, 0.99824, 5.14581], [4.00105, 0.74446, 3.94751], [0.34457, 3.16146, 4.52201], [1.40908, 4.40563, 1.63348], [-3.01773, 0.81597, -7.06985], [-3.48395, 0.21963, -1.81741], [4.62764, -7.28926, -2.12290], [2.31823, 4.51231, 4.44668], [-3.73340, -1.49080, -2.02496], [-3.54876, -3.70885, -6.40852], [3.96053, 4.18544, -3.58648], [0.12747, 1.90958, -0.60292], [-2.55022, -4.46242, -5.18394], [-3.60140, 2.05560, -4.94304], [4.45463, -6.62646, -4.42262], [3.55146, 0.19366, 2.27266], [1.49418, 6.11289, 4.26910], [-2.47770, 1.79821, 2.89869], [-0.97218, 3.87469, 0.32981], [3.21141, 2.82334, -2.76082], [-0.33340, 4.74593, 5.07011], [-1.95854, 4.09909, 3.47350], [-0.90528, 5.10086, 2.32537], [-6.30574, 1.59118, -2.48339], [0.48213, 0.99329, 4.25935], [-1.53059, 1.12611, -0.38735], [4.26377, 3.49827, 0.50032], [2.31024, -6.31664, 6.96552], [-3.91734, -5.35897, -5.87356], [-1.07455, 1.67388, 4.06978], [-4.45993, 2.68543, -6.36733], [-0.21025, -0.15977, 2.96199], [4.02772, 4.61875, 3.20470], [4.04661, 5.48754, 1.58906], [1.90624, -6.88188, 8.47679], [1.11969, -3.92379, 6.76273], [1.70011, -0.31972, 3.90433], [0.35234, 2.70201, 2.38113], [5.19652, 1.68059, 1.52038], [4.52929, 2.54897, -3.89294], [-1.80923, 0.26925, -3.65282], [4.69979, -4.90723, -4.04107], [-5.98676, 3.15861, -3.26641], [2.66020, 2.86087, 1.09226], [-5.29407, 1.64832, -5.19962], [-4.70288, 0.31350, -7.22243], [5.70489, -5.87437, -2.08871], [-5.53459, -3.94312, -4.68836], [-1.96162, -1.46655, -3.86527], [-1.34607, -0.83579, -2.34145], [0.81971, -6.99754, 7.24323]],
  "forces_ev_per_angstrom": [[0.5, -0.3, -0.2], [0.3, 0.8, -0.1], [0.0, -0.4, -0.3], [0.2, 0.1, -0.9], [0.0, 0.0, 0.0], [0.8, 0.5, 1.1], [0.1, 0.0, 0.1], [0.3, -0.4, -0.3], [8.3, -3.7, -0.1], [0.0, 0.7, 0.0], [0.6, -0.8, -0.5], [-2.1, 3.1, 1.9], [-0.3, -0.4, 0.1], [0.5, -1.5, 2.3], [-0.1, -0.1, -0.3], [-0.7, 0.5, -0.3], [0.2, -0.1, 0.3], [-0.3, 1.6, -1.0], [-1.1, 0.6, 0.5], [-0.3, 0.0, 0.8], [-3.4, 2.5, 1.4], [0.1, -1.1, 0.8], [1.4, -1.9, -1.0], [-3.6, 0.6, -1.6], [0.1, 0.8, 0.3], [-0.1, 0.0, -0.3], [-1.1, 0.9, 0.2], [0.3, 0.0, -0.7], [1.3, 0.4, 0.3], [-0.8, 0.5, 0.5], [-0.4, 0.3, -1.1], [-1.4, -0.9, -1.1], [0.0, -0.4, 1.5], [0.5, -0.2, 0.3], [-0.9, 1.3, 1.0], [-0.2, 0.0, -0.2], [0.0, -0.2, 0.9], [-0.6, -0.5, -0.6], [-0.1, 0.2, -0.6], [-1.2, -1.2, -0.9], [0.1, 0.2, -0.1], [0.2, 0.0, 0.0], [-0.4, -1.6, 0.3], [-0.1, 0.2, 0.1], [-1.1, 0.6, 0.4], [1.0, -0.3, -0.7], [0.3, -0.1, 0.0], [0.2, -0.5, 0.5], [0.7, -0.7, 0.9], [0.1, -0.4, -0.2], [0.0, 0.0, -0.1], [0.9, -0.7, -0.1], [1.8, 0.4, -0.6], [-0.3, -0.5, -0.7], [-1.1, -0.4, -1.2], [-0.2, -1.3, 0.4], [0.8, 0.7, 0.1], [1.5, 0.4, 0.1], [0.1, 0.2, 0.1], [-0.6, -0.4, -1.0], [-0.5, 0.8, -1.1], [0.0, 1.5, -0.6], [0.2, 0.9, 0.9], [0.0, -0.2, 0.1], [-0.4, 0.1, -0.2], [0.0, 0.0, -0.1], [-1.1, 0.7, -0.8], [0.1, 0.1, -0.1], [-0.2, 0.0, 0.0], [0.2, 0.0, 0.2], [-0.8, -1.0, 1.2], [-0.1, 0.0, 0.0], [0.0, -0.1, -0.1], [-0.2, 0.1, 0.0], [-0.4, 1.1, 0.8], [-0.5, -1.4, -0.4], [1.3, 0.6, -0.1], [0.3, -1.1, 0.8], [0.2, 0.0, 0.2], [0.6, -0.8, -1.1], [1.2, 0.3, -0.7], [0.2, -1.2, 0.6], [-0.1, 0.1, -0.1], [2.0, -0.1, -0.1], [0.9, 0.5, 0.4], [-1.1, -0.4, 1.5], [0.2, -0.1, -0.3], [0.0, 0.0, 0.0], [-0.4, 0.5, -1.6], [0.0, -0.1, 0.0], [-1.1, 0.5, -1.5], [-0.7, 0.3, -1.1], [-0.6, -1.0, 0.8], [0.0, 0.0, 0.0], [0.1, 0.2, -0.1], [0.0, 1.2, 0.2], [0.0, -0.1, -0.6], [-0.9, 0.6, 1.1], [0.1, 0.0, 0.2], [0.0, 0.0, 0.1], [0.0, 0.0, 0.1], [-0.2, 0.0, 0.0], [1.0, 0.4, 0.6], [0.1, 0.0, -0.1], [0.0, 0.0, 0.0], [-0.1, 0.1, 0.1], [0.2, 0.1, -0.1], [0.0, 0.0, 0.2], [-0.1, -0.1, 0.1], [0.1, 0.0, -0.1]],
  "lowdin_charge": [0.642, 0.566, 0.635, 0.910, 0.517, -0.110, 0.500, -0.067, 0.735, -0.167, 0.153, -0.210, -0.199, -0.633, 0.053, -0.236, 0.064, -0.751, -0.255, 0.168, -0.232, -0.231, -0.168, -0.277, -0.215, 0.140, -0.119, -0.141, -0.190, -1.606, -0.125, -0.219, -0.103, -0.146, -0.162, -0.065, -0.168, -0.172, -0.064, -0.077, -0.295, -0.073, -0.093, -0.094, -0.543, -0.179, -1.037, -0.136, -0.279, -0.287, -0.267, -0.176, -0.180, 0.470, -0.195, 0.107, 0.102, 0.147, 0.118, 0.088, 0.124, 0.096, 0.079, 0.119, 0.100, 0.128, 0.116, 0.086, 0.071, 0.079, 0.146, 0.080, 0.080, 0.130, 0.138, 0.118, 0.147, 0.141, 0.081, 0.123, 0.139, 0.141, 0.018, 0.050, 0.131, 0.064, 0.082, 0.074, 0.121, 0.080, 0.103, 0.065, 0.110, 0.157, -0.076, 0.086, 0.143, 0.121, 0.084, 0.075, 0.135, 0.025, 0.095, 0.011, 0.109, 0.131, 0.103, 0.074, 0.055, 0.139]
}